90
Properties=species:S:1:pos:R:3 method="wB97M-V/def2-TZVPD" spin_multiplicity=2 charge=+3 lumo_energy_ha="-0.39126 / -0.41269" gap_ha="0.227 / 0.205" s2=0.75
H -2.482 1.651 1.679
C -1.234 -3.155 -0.938
H 6.892 3.765 -1.312
H -3.447 1.631 3.052
H 3.439 5.185 0.806
H 4.493 6.069 -0.068
H -3.517 0.019 0.349
C 4.067 0.311 2.382
H -8.328 -1.413 -1.321
Br 0.219 1.730 0.548
O 2.403 -3.900 -0.233
C 2.889 4.988 -1.288
H -7.101 0.561 -0.943
H 2.178 4.223 -0.977
H -7.436 -2.536 -0.205
H 5.068 3.974 1.893
H -0.903 -1.018 -1.413
C 3.944 5.132 -0.158
H -7.374 -2.613 -2.065
H 3.354 -1.667 -1.833
H -5.887 -2.543 1.069
C -3.506 1.435 1.982
H -4.388 -1.059 3.860
C 2.306 -1.376 -1.907
H 3.889 2.603 -1.445
C 2.281 -3.497 -3.197
H 2.444 5.979 -1.374
H 0.859 -4.990 1.249
H 3.374 4.772 -2.240
H -1.339 -4.094 -1.482
H -4.817 -3.274 3.130
C 5.953 4.304 -1.437
H -2.825 -0.572 1.849
H 5.283 1.943 -0.732
C -6.226 0.040 -0.553
O -6.190 -1.277 -1.116
C -4.879 -2.162 1.238
H 2.274 -0.640 -2.711
C 4.430 2.580 -0.498
C -1.001 -1.961 -1.953
N 5.064 4.004 -0.159
C 3.717 1.876 0.631
C 0.049 -2.250 1.045
H -4.206 2.108 1.486
H -7.050 -0.573 1.498
H 1.957 -0.836 -1.027
H 3.274 1.040 0.091
H 5.742 6.631 -1.871
C 5.816 4.007 1.101
C -6.270 -0.002 0.993
C -7.430 -2.010 -1.159
C 6.418 5.811 -1.630
H 3.258 -3.815 -2.833
H -6.483 0.938 1.502
H -4.132 -4.106 1.798
C 1.523 -2.634 -2.172
H -1.909 -1.770 -2.524
H -5.367 0.660 -0.810
H -0.285 -3.050 -3.477
H 2.412 -3.066 -4.190
H -5.591 0.267 3.599
H 2.970 2.518 1.098
O 4.677 1.280 1.519
H -0.937 -2.249 1.510
H 6.371 4.945 1.112
H -2.125 -3.011 -0.327
C 0.143 -2.225 -2.908
N 1.320 -3.354 -0.814
H 0.222 -1.219 0.739
H 7.060 6.206 -0.842
H -0.910 -4.975 1.160
H 0.275 -1.494 -3.706
C 0.007 -4.833 0.588
H -4.384 -2.110 0.269
H -3.140 -2.926 2.512
H 3.716 -0.511 1.758
H 1.814 -4.467 -3.365
H -0.088 -5.660 -0.116
H 3.319 0.721 3.060
H 4.819 -0.091 3.061
H 0.669 -2.487 1.909
C 0.002 -3.370 -0.052
C -3.647 0.010 1.432
H 6.899 5.715 -2.604
H 5.315 3.999 -2.266
C -4.183 -3.119 2.258
H 6.433 3.120 0.959
H -6.039 -1.412 3.483
C -5.234 -0.709 3.269
N -5.011 -0.670 1.728

67
Properties=species:S:1:pos:R:3 method="wB97M-V/def2-TZVPD" smiles="CC1(C)OC(=O)C(Cc2ccc(C#N)cc2)([C@H](/C=C/N2c3ccccc3C[C@@H]2C(=O)[O-])c2ccccc2)C(=O)O1" charge=-1 lumo_energy_ha=0.06748 gap_ha=0.205
O -5.935 0.340 -0.217
C -2.346 0.544 -0.224
C 4.326 0.809 -1.156
H 2.587 -1.124 -1.670
H 2.501 2.064 0.593
H -2.400 1.534 -0.683
H 1.540 -0.674 -3.400
H -1.405 -2.990 -1.268
C -2.655 -1.851 1.693
C 1.842 2.936 0.743
H -0.240 4.666 -0.257
H -5.845 -1.367 3.918
C 1.160 -4.058 -3.227
H -6.100 0.937 2.242
C 0.022 -4.092 -2.419
C 0.572 0.369 0.648
H -3.887 2.416 1.163
H 2.478 -2.736 -4.365
C -5.011 0.896 2.329
H -4.681 -3.615 3.815
H -1.507 3.411 -0.201
H 1.624 -4.976 -3.589
O 1.974 1.287 -2.641
C -0.527 -2.907 -1.905
C -4.310 -2.770 3.226
H -0.740 3.944 1.314
C -3.386 -0.674 1.658
H 2.285 3.813 0.268
O 0.619 -0.467 1.530
C 1.661 -2.820 -3.650
H -1.699 -1.917 1.174
O 0.636 2.436 -1.282
H -2.083 -1.407 -0.701
H -4.717 1.529 3.174
C 6.073 1.136 0.473
C 3.581 0.014 -0.267
C 5.551 1.376 -0.805
O -4.945 2.281 -1.012
C 1.003 0.095 -0.778
N -3.222 0.432 0.827
C -5.218 1.342 -0.257
C -0.266 -0.401 -1.471
H -0.460 -5.047 -2.182
O -0.086 1.552 0.812
C -1.544 -0.466 -0.665
C 0.062 -1.689 -2.205
C 7.353 1.691 0.850
C -4.507 -0.491 2.491
C -4.262 1.397 1.092
C 1.318 1.314 -1.622
C -3.151 -2.928 2.438
H 5.807 0.076 2.339
H 3.966 0.995 -2.160
C -0.576 3.764 0.251
C 0.482 2.694 0.122
C 1.107 -1.649 -3.146
H 3.586 -0.853 1.697
C 2.310 -0.731 -0.694
C -4.973 -1.537 3.280
N 8.387 2.143 1.166
H 6.120 1.977 -1.528
H 2.163 -1.582 -0.018
H -2.630 -3.891 2.413
C 4.135 -0.219 1.002
C 5.368 0.316 1.367
H -0.565 0.313 -2.257
H 1.679 3.091 1.813

18
Properties=species:S:1:pos:R:3 method="wB97M-V/def2-TZVPD" charge=+1 lumo_energy_ha=-0.10905 gap_ha=0.437
C 0.532 -1.296 0.311
H -1.835 -1.522 -1.910
H 0.053 1.448 2.060
C 0.787 0.918 1.471
H -0.893 -0.005 0.542
H 0.560 -2.220 -1.606
N 0.106 0.135 0.390
O -1.334 -1.233 -1.145
O -0.725 2.893 -0.634
H 0.221 0.614 -0.509
H -1.176 3.029 -1.473
H 1.416 1.610 0.915
H 1.424 0.250 2.040
C -0.214 -2.008 -0.862
H -0.233 3.683 -0.404
H 1.595 -1.463 0.166
H 0.213 -1.804 1.219
H -0.496 -3.029 -0.572

10
Properties=species:S:1:pos:R:3 method="wB97M-V/def2-TZVPD" smiles=N1NC12N[NH2+]2 charge=+1 lumo_energy_ha=-0.14107 gap_ha=0.408
H 1.528 -1.296 -0.247
N 1.020 0.707 -0.277
H 1.385 1.193 -1.190
N -1.321 -0.485 -0.498
C -0.259 0.305 -0.040
N 1.226 -0.500 0.294
H -1.779 0.323 1.562
N -1.427 0.496 0.635
H -1.839 -0.138 -1.523
H 1.464 -0.605 1.283

11
Properties=species:S:1:pos:R:3 method="wB97M-V/def2-TZVPD" spin_multiplicity=3 lumo_energy_ha="0.03927 / -0.04896" gap_ha="0.254 / 0.310" s2=2.01
N 1.755 0.514 -0.731
N -1.733 0.286 -0.847
H -1.824 -0.015 -1.800
N -0.258 -0.020 0.862
H 3.329 -0.325 0.079
N -0.488 0.220 -0.331
H 1.657 -1.245 0.407
N 0.466 0.485 -1.195
H -1.201 -0.018 1.262
H -2.476 0.741 -0.374
C 2.220 -0.382 0.009

11
Properties=species:S:1:pos:R:3 method="wB97M-V/def2-TZVPD" smiles="O=CC1(C=O)CO1" lumo_energy_ha=0.00522 gap_ha=0.374
C 0.034 -0.030 -0.160
C -0.901 1.119 0.181
C -0.340 -1.241 0.604
H 1.947 -0.515 -1.114
O -2.031 0.966 0.575
C 1.366 0.348 -0.736
H 0.352 -1.836 1.191
H -0.407 2.108 0.201
H -1.356 -1.140 0.977
O -0.363 -1.271 -0.792
O 1.698 1.493 -0.928

54
Properties=species:S:1:pos:R:3 method="wB97M-V/def2-TZVPD" charge=-1 lumo_energy_ha=0.09910 gap_ha=0.234
H 1.559 -2.174 -1.822
C -3.639 -5.323 0.049
H 1.581 3.993 -0.420
O 1.271 0.199 0.721
C 4.920 1.735 -0.543
H 2.207 -2.388 0.502
H -4.184 6.897 0.442
C 1.348 -3.043 0.688
H 0.440 -1.775 2.173
O 0.344 -2.786 -0.276
H -3.356 -6.357 -0.071
C -0.347 -2.900 -2.557
H -0.056 -3.465 2.267
C 2.392 0.731 0.304
O -2.079 5.704 -0.319
C -5.023 4.029 2.062
H 5.879 2.117 -0.865
H 1.334 -3.925 -1.674
H -1.087 -3.657 -2.300
C -5.117 5.340 1.608
C 1.382 2.919 -0.413
C 3.769 2.474 -0.717
H 1.686 -4.086 0.581
O -1.708 1.746 1.047
H -0.003 -3.075 -3.578
H -5.698 -2.708 -0.165
H -0.835 -1.927 -2.519
C -3.015 5.118 0.450
H -5.802 3.601 2.679
N -0.820 3.448 -0.209
N 0.181 2.508 -0.375
C -3.925 3.270 1.705
C 3.595 0.019 0.516
C 2.512 2.001 -0.326
H 5.703 -0.097 0.269
H 1.556 -2.974 2.824
H -5.973 5.948 1.876
C -2.910 3.794 0.906
H -5.652 -5.278 -0.721
C 0.785 -2.803 2.069
C 4.814 0.498 0.093
Sn -0.690 0.223 -0.156
C -1.755 2.938 0.561
C -4.823 -4.739 -0.282
C 0.819 -2.956 -1.595
S -2.555 -4.167 0.707
H 3.820 3.463 -1.161
C -4.847 -3.350 0.015
C -3.681 -2.878 0.561
H -1.358 5.037 -0.454
H -3.832 2.243 2.032
H 3.524 -0.928 1.035
C -4.128 5.880 0.808
Te -3.302 -0.911 1.219

6
Properties=species:S:1:pos:R:3 method="wB97M-V/def2-TZVPD" lumo_energy_ha="-0.04649 / -0.03798" gap_ha="0.264 / 0.310"
H -1.378 2.598 -1.178
N -0.932 0.394 -0.860
P 0.327 -0.891 1.423
P -0.769 1.783 -0.295
H -1.013 -1.375 1.629
H 0.203 0.093 2.319

47
Properties=species:S:1:pos:R:3 method="wB97M-V/def2-TZVPD" charge=+2 lumo_energy_ha=-0.29691 gap_ha=0.229
H -3.063 2.129 -0.757
S 2.831 -0.889 -1.950
H 0.169 5.953 -2.161
N -1.333 -0.702 -1.250
H 4.178 2.447 -1.813
C -0.180 5.226 -1.441
C -3.928 0.163 -0.951
H 1.275 -2.535 4.468
H 4.889 0.909 -2.186
C 0.612 -5.046 0.290
C -0.513 2.938 -0.789
Ti 0.696 -1.269 -1.293
C 1.247 -0.927 3.052
Br 0.387 -6.245 -1.118
C -2.347 -1.577 -1.303
H -0.863 6.705 -0.048
C -0.036 3.875 -1.705
H -1.668 5.046 1.599
C -1.115 3.365 0.399
C 0.722 -5.514 1.623
H 1.413 -0.151 3.785
C -0.764 5.648 -0.254
H -2.085 -2.615 -1.471
C 1.120 -0.577 1.713
Br 1.042 -5.337 4.413
C 2.893 0.886 -1.745
H -4.947 0.509 -0.841
H 1.192 0.456 1.395
N 0.911 -1.491 0.765
H 0.671 -6.579 1.799
C 0.848 -2.812 1.130
O 0.606 -3.067 -1.142
C -1.584 0.618 -1.044
C -3.663 -1.180 -1.157
H -1.478 2.641 1.120
N 4.083 1.449 -1.919
C 0.674 -3.702 0.057
C -0.394 1.499 -1.048
N 0.720 0.877 -1.311
H -4.454 -1.913 -1.213
C 0.971 -3.246 2.456
N 1.864 1.607 -1.410
C 0.896 -4.656 2.672
C -2.876 1.074 -0.894
C 1.172 -2.253 3.428
H 0.431 3.546 -2.622
C -1.222 4.718 0.670

62
Properties=species:S:1:pos:R:3 method="wB97M-V/def2-TZVPD" spin_multiplicity=2 lumo_energy_ha="0.01189 / 0.01232" gap_ha="0.260 / 0.264" s2=0.76
H 0.979 -1.912 -0.821
C 0.727 -2.545 -2.897
H 3.332 1.204 0.811
H -0.192 3.571 1.775
C 1.409 2.000 -1.868
O -0.779 -1.092 -1.640
H -0.240 1.380 3.262
H 1.992 -0.014 2.807
C 1.396 -3.048 4.407
F 2.260 -5.192 4.846
H -1.747 3.337 -0.090
C 1.865 -4.595 2.581
C 0.176 -2.203 -1.520
C 0.490 2.722 1.693
C -2.449 1.054 1.385
Ti -0.365 -0.025 0.526
H -1.813 -0.311 -3.421
H 0.642 -3.641 -3.008
H 2.276 2.047 -1.196
H 1.643 1.197 -2.584
F 1.376 -2.743 5.723
C -1.077 3.947 -0.707
H 1.106 3.610 -3.396
H -1.413 1.684 -3.217
C 2.365 1.483 1.222
H -2.641 2.090 1.676
C 1.600 0.745 2.156
C -0.159 -1.763 -3.881
H -0.387 -3.051 -1.065
C -0.441 3.103 -1.780
H 2.155 3.606 0.561
C -1.931 -1.205 1.515
H 1.537 4.159 -1.732
H -1.715 4.703 -1.183
H 0.422 -0.973 -4.356
C 1.428 -3.631 1.688
H -3.430 0.902 -0.634
O 0.070 1.778 -1.230
C 1.718 2.723 1.030
H -0.412 4.525 -0.076
C -1.346 -1.258 -3.056
C -2.403 -0.909 0.194
F 1.364 -3.971 0.374
C 0.990 3.394 -2.336
H -0.517 -2.408 -4.677
C -1.928 0.033 2.232
C -2.789 0.464 0.139
C 0.382 1.480 2.394
H -1.740 0.126 3.290
H -2.550 -1.629 -0.592
H 1.783 -2.245 -2.988
C -1.568 2.636 -2.687
H -2.442 2.608 -2.040
C 0.901 -2.143 3.494
H -2.129 -2.057 -3.098
C 1.868 -4.280 3.942
O 0.556 -1.435 1.234
F 2.220 -5.832 2.163
F 0.261 -1.051 4.019
H -1.838 3.409 -3.405
C 0.962 -2.371 2.111
H -1.811 -2.189 1.934

90
Properties=species:S:1:pos:R:3 method="wB97M-V/def2-TZVPD" spin_multiplicity=3 lumo_energy_ha="-0.00318 / -0.03427" gap_ha="0.265 / 0.254" s2=2.01
H -1.949 4.838 0.298
H 0.675 -2.977 0.363
C -0.862 -3.977 -1.671
C -1.504 -5.021 -1.009
Te 2.835 1.056 -1.220
N 0.844 -3.079 1.384
H -1.072 0.907 5.699
C 0.878 -4.510 1.805
H -0.112 2.604 -2.281
H 1.672 0.483 5.497
C 0.375 7.213 0.973
C -0.845 6.657 0.609
C -0.378 0.436 3.740
H -2.909 -5.559 0.536
C 0.118 -2.465 6.104
C -1.157 2.626 4.430
C 4.506 2.985 0.418
H 5.706 4.436 1.440
C 0.476 3.080 -1.493
H -0.617 -1.862 -1.807
C 3.585 1.952 0.546
H 4.912 3.764 3.687
H 0.191 4.132 -1.456
C -0.858 3.069 3.157
C -0.344 2.262 2.133
C -0.113 0.874 2.407
Pt 0.432 0.261 -0.523
C 2.327 -4.899 1.555
H 0.142 -5.068 1.235
H 2.538 3.716 -1.273
H -0.166 -4.176 -2.474
H 2.110 4.361 1.568
C -2.003 -2.379 -0.244
O -0.514 -1.922 3.425
H 0.135 -2.538 1.898
H -3.642 -2.249 1.443
C 1.411 -0.435 6.006
O -3.287 -0.776 0.917
C 1.967 2.962 -1.813
C -1.001 5.279 0.581
H 2.148 -1.700 2.318
H 3.288 1.910 3.911
H 2.139 3.101 -2.879
H 0.623 -4.543 2.864
C -0.054 2.961 0.866
H -1.316 -6.046 -1.304
O -1.656 0.002 -0.348
C -0.879 1.297 4.706
H 4.860 3.288 -0.561
C 2.638 -1.847 0.237
O 1.866 -2.045 -0.742
H 2.390 6.819 1.598
H 2.484 -5.065 0.487
C 0.445 -1.275 5.458
H -1.076 4.405 5.651
H 2.187 -2.226 8.769
C 1.701 -1.959 7.840
O -3.528 -3.241 1.399
H 0.495 8.288 0.993
C 0.066 4.455 0.922
H 2.608 -5.806 2.086
C 4.985 3.635 1.547
C 2.209 -2.492 1.578
C 3.636 2.212 2.931
H -1.676 7.298 0.347
H -1.887 3.037 6.410
C 2.045 -0.783 7.190
O 3.682 -1.176 0.274
H 2.805 -0.135 7.606
H 0.465 -3.713 7.809
H -0.626 -3.112 5.660
H 3.174 -3.668 3.116
H -1.039 4.114 2.940
C -0.186 -0.981 4.130
C -2.328 -0.964 0.156
N 0.135 2.381 -0.258
C 3.160 1.554 1.805
C 0.734 -2.798 7.299
O 0.398 0.001 1.593
C 3.091 -3.661 2.027
C 4.544 3.253 2.806
C -2.390 -4.762 0.020
C 1.438 6.388 1.313
H -2.700 3.951 5.145
H 2.457 0.740 1.900
C -2.655 -3.444 0.409
C -1.127 -2.672 -1.293
H 4.093 -3.572 1.613
C 1.286 5.009 1.292
C -1.734 3.555 5.464

9
Properties=species:S:1:pos:R:3 method="wB97M-V/def2-TZVPD" smiles="O=C(OCl)C(=O)N(F)Br" lumo_energy_ha=-0.05677 gap_ha=0.310
C -0.503 -0.843 0.169
O 1.380 -0.827 -1.387
Cl 3.161 0.997 0.106
O 1.490 0.569 0.412
O -0.778 -2.008 0.358
N -1.500 0.409 0.535
F -0.946 1.646 0.294
Br -3.215 0.352 -0.066
C 0.912 -0.297 -0.420

It is found that the maximum force values, taken in the order of the records, are 0.1686; 0.0654; 0.0326; 0.0951; 0.1202; 0.0124; 0.0091; 0.0687; 0.0122; 0.0799; 0.0044; 0.0783 Eh/bohr.